(1)
C23H17GaN5O5SSe as an isolated structure, computed with ωB97M-V with the def2-TZVPD basis set.

Results
LUMO level	-5.227	eV
ΔE to the lowest compared entry with this formula, charge and spin	2.8	kcal/mol
charge	+1

Last column: Löwdin charge in e.
Atoms and positions in Å:
Ga: 0.19 -0.38 0.07  0.43
O: 5.86 3.14 1.30  0.00
C: 5.30 3.18 0.21  -0.68
O: 5.49 3.78 -0.86  0.00
C: 4.04 2.24 0.14  -0.03
C: 3.29 2.17 -1.03  0.10
C: 2.21 1.32 -1.05  -0.14
N: 1.88 0.60 0.02  0.09
C: 2.60 0.64 1.15  -0.14
C: 3.70 1.46 1.24  0.10
C: 2.09 -0.28 2.19  -0.15
C: 2.65 -0.38 3.44  0.05
C: 2.12 -1.27 4.35  0.01
C: 1.03 -2.04 3.99  0.00
C: 0.50 -1.89 2.73  -0.11
N: 1.03 -1.04 1.83  0.07
C: 1.34 1.02 -2.22  -0.15
C: 1.51 1.61 -3.46  0.04
C: 0.74 1.17 -4.52  0.00
C: -0.17 0.15 -4.32  -0.01
C: -0.31 -0.37 -3.05  -0.08
N: 0.41 0.07 -2.01  0.08
H: 3.62 2.78 -1.86  0.13
H: 4.33 1.55 2.12  0.13
H: 3.49 0.25 3.71  0.13
H: 2.55 -1.36 5.34  0.13
H: 0.57 -2.74 4.68  0.13
H: -0.40 -2.41 2.43  0.08
H: 2.26 2.39 -3.59  0.13
H: 0.86 1.62 -5.50  0.13
H: -0.77 -0.24 -5.13  0.12
H: -1.01 -1.17 -2.85  0.11
Se: -0.67 -3.63 -0.15  1.27
N: -1.07 -1.89 -0.37  -0.26
C: -2.34 -1.79 -0.76  -0.32
C: -3.06 -0.61 -1.08  -0.03
C: -4.35 -0.73 -1.48  -0.02
C: -5.02 -2.00 -1.57  -0.03
C: -4.38 -3.15 -1.28  0.01
C: -3.01 -3.08 -0.87  -0.34
N: -2.28 -4.14 -0.58  -0.19
H: -2.57 0.36 -1.02  0.10
H: -4.90 0.17 -1.73  0.12
H: -6.06 -2.01 -1.88  0.12
H: -4.85 -4.12 -1.34  0.13
C: -3.08 1.86 1.77  -0.11
S: -1.60 0.94 1.96  0.49
O: -0.95 1.03 0.56  -0.30
O: -0.76 1.57 2.93  -0.26
O: -1.96 -0.45 2.17  -0.31
H: -2.82 2.90 1.59  0.09
H: -3.62 1.77 2.71  0.09
H: -3.66 1.44 0.95  0.06

(2)
One molecule with the formula C5H8O2 in a non-equilibrium geometry, computed with ωB97M-V with the def2-TZVPD basis set.

Results
LUMO level	1.098	eV
ΔE to the lowest compared entry with this formula, charge and spin	60.1	kcal/mol

Last column: Löwdin charge in e.
Atoms and positions in Å:
C: -0.30 -0.99 -1.14  -0.15
C: 0.20 -1.69 0.12  -0.14
O: 0.85 -0.68 0.93  -0.08
C: 0.77 0.67 0.58  -0.26
C: -0.36 1.53 1.10  -0.01
C: -0.31 1.14 -0.34  -0.31
O: -1.13 0.09 -0.71  -0.08
H: 0.61 -0.65 -1.67  0.14
H: -1.00 -1.37 -1.87  0.13
H: -0.62 -2.14 0.69  0.12
H: 0.95 -2.47 -0.03  0.12
H: 1.75 1.13 0.46  0.15
H: -1.13 1.02 1.67  0.12
H: -0.17 2.57 1.35  0.11
H: -0.12 1.86 -1.14  0.15

(3)
C10H10BrCaI as an isolated structure in a non-equilibrium geometry, computed with ωB97M-V with the def2-TZVPD basis set.

Results
LUMO level	5.286	eV
ΔE to the lowest compared entry with this formula, charge and spin	0.0	kcal/mol
charge	-2

Last column: Löwdin charge in e.
Atoms and positions in Å:
C: -1.96 -0.76 1.11  -0.28
C: -1.67 -1.25 2.42  -0.21
C: -1.86 -0.16 3.31  -0.21
H: -1.34 -2.26 2.69  0.07
C: -2.22 1.00 2.57  -0.21
C: -2.24 0.65 1.20  -0.24
H: -2.46 1.34 0.39  0.06
H: -2.00 -1.35 0.22  0.04
H: -1.83 -0.19 4.38  0.04
H: -2.49 1.96 3.00  0.05
Ca: 0.86 -0.48 -0.10  0.61
Br: 2.26 -2.64 0.79  -0.42
C: 2.49 0.72 -1.89  -0.27
C: 1.36 1.50 -2.26  -0.21
C: 0.36 0.63 -2.79  -0.22
H: 1.29 2.59 -2.23  0.08
C: 0.86 -0.70 -2.73  -0.29
C: 2.21 -0.65 -2.21  -0.32
H: 2.87 -1.53 -2.01  0.06
H: 3.41 1.10 -1.43  0.07
H: -0.56 0.95 -3.26  0.07
H: 0.34 -1.60 -3.10  0.08
I: 2.32 1.12 1.94  -0.36

(4)
C6H9N as an isolated structure, computed with ωB97M-V with the def2-TZVPD basis set.

Results
LUMO level	0.128	eV
ΔE to the lowest compared entry with this formula, charge and spin	137.4	kcal/mol

Last column: Löwdin charge in e.
Atoms and positions in Å:
C: 0.35 1.61 -1.15  -0.13
N: -0.55 0.91 -0.27  -0.12
C: -0.18 -0.04 1.57  -0.02
C: -1.29 -0.83 0.86  -0.13
C: -0.53 -0.55 -0.46  -0.34
C: 0.85 -1.13 -0.12  -0.05
C: 1.04 -0.80 1.17  -0.10
H: 1.40 1.24 -1.14  0.08
H: -0.04 1.47 -2.17  0.09
H: 0.34 2.69 -0.94  0.08
H: -0.33 1.07 1.07  0.11
H: -2.26 -0.34 0.88  0.10
H: -1.35 -1.88 1.16  0.11
H: -0.93 -0.85 -1.45  0.13
H: 1.54 -1.63 -0.80  0.10
H: 1.91 -0.95 1.79  0.10

(5)
C31H30N4OP2Rb as an isolated structure in a non-equilibrium geometry, computed with ωB97M-V with the def2-TZVPD basis set.

Results
LUMO level	2.175	eV
charge	-1

Last column: Löwdin charge in e.
Atoms and positions in Å:
Rb: 0.02 0.52 0.94  0.72
O: 2.05 1.34 5.27  -0.06
C: 1.46 1.34 4.17  -0.56
N: 0.98 0.31 3.49  -0.09
C: 1.23 -0.93 4.18  -0.22
C: 0.93 -2.18 3.37  -0.26
C: 0.94 -3.41 4.03  -0.04
C: 0.68 -4.57 3.33  -0.08
C: 0.42 -4.49 1.97  -0.07
C: 0.43 -3.23 1.39  -0.15
N: 0.67 -2.11 2.07  0.05
C: 1.24 2.72 3.54  -0.19
C: 1.51 3.84 4.33  -0.02
C: 1.34 5.11 3.80  -0.08
C: 0.91 5.23 2.49  -0.08
C: 0.66 4.08 1.77  -0.16
N: 0.81 2.85 2.28  0.01
H: 0.66 -1.00 5.12  0.12
H: 2.28 -1.01 4.52  0.12
H: 1.14 -3.44 5.10  0.11
H: 0.68 -5.53 3.83  0.10
H: 0.21 -5.36 1.37  0.10
H: 0.22 -3.11 0.33  0.10
H: 1.86 3.67 5.34  0.11
H: 1.54 5.98 4.40  0.10
H: 0.77 6.20 2.02  0.09
H: 0.33 4.13 0.74  0.09
C: 3.43 1.12 -1.70  -0.29
P: 1.74 0.35 -1.74  0.77
C: 2.27 -1.38 -2.02  -0.29
C: 1.23 0.91 -3.42  -0.39
C: 1.96 0.57 -4.56  -0.10
C: 1.55 0.99 -5.82  -0.10
C: 0.41 1.76 -5.95  -0.10
C: -0.31 2.12 -4.82  -0.10
C: 0.09 1.71 -3.56  -0.40
P: -0.84 2.21 -2.04  0.82
C: -0.66 4.06 -2.22  -0.31
C: -2.59 2.11 -2.60  -0.29
H: 4.07 0.84 -2.54  0.03
H: 3.93 0.82 -0.77  0.03
H: 3.34 2.21 -1.68  0.03
H: 2.99 -1.49 -2.83  0.02
H: 1.39 -1.99 -2.22  0.02
H: 2.74 -1.74 -1.10  0.04
H: 2.85 -0.04 -4.46  0.09
H: 2.13 0.70 -6.69  0.10
H: 0.09 2.09 -6.93  0.10
H: -1.19 2.73 -4.93  0.09
H: -0.94 4.43 -3.21  0.02
H: 0.37 4.35 -2.01  0.03
H: -1.31 4.54 -1.48  0.03
H: -2.82 2.82 -3.39  0.02
H: -3.23 2.32 -1.74  0.03
H: -2.81 1.09 -2.94  0.03
N: -5.44 -6.07 2.29  0.13
C: -4.82 -5.29 1.71  -0.20
C: -4.04 -4.31 0.99  -0.25
C: -3.64 -3.14 1.63  -0.03
C: -2.90 -2.20 0.93  -0.04
C: -2.53 -2.40 -0.41  -0.27
C: -2.95 -3.59 -1.02  -0.03
C: -3.69 -4.53 -0.34  -0.04
C: -1.72 -1.46 -1.11  -0.24
C: -0.99 -0.69 -1.72  -0.16
H: -3.90 -2.96 2.66  0.12
H: -2.58 -1.29 1.43  0.10
H: -2.67 -3.76 -2.05  0.11
H: -4.01 -5.44 -0.83  0.11

(6)
C21H43CeN2P3S as an isolated structure in a non-equilibrium geometry, computed with ωB97M-V with the def2-TZVPD basis set.

Results
multiplicity	2
LUMO level (alpha / beta)	-9.511 / -11.946	eV
ΔE to the lowest compared entry with this formula, charge and spin	129.9	kcal/mol
charge	+3

Last column: Löwdin spin population.
Atoms and positions in Å:
Ce: -0.02 0.25 0.99  0.07
P: -0.82 2.25 2.38  0.00
P: -2.37 -0.32 0.33  0.00
P: 2.26 1.21 0.68  0.00
H: -0.09 -2.42 -8.48  0.00
C: 0.95 -2.65 -8.20  0.00
C: 1.28 -3.86 -7.74  0.00
H: 0.54 -4.67 -7.64  0.00
C: -1.24 3.65 1.33  0.00
C: -2.26 1.99 3.36  0.00
C: 0.37 2.85 3.54  0.00
C: -2.41 -1.77 -0.71  0.01
C: -3.54 -0.70 1.60  0.00
C: -3.15 0.96 -0.69  0.00
C: 3.29 0.35 -0.49  0.01
C: 3.34 1.38 2.08  0.00
C: 2.14 2.90 0.04  0.00
H: 1.69 -1.86 -8.31  0.00
H: 2.32 -4.11 -7.46  0.00
H: -1.53 4.45 2.01  0.00
H: -2.08 3.40 0.67  0.00
H: -0.40 3.97 0.70  0.00
H: -2.31 2.87 4.02  0.00
H: -2.19 1.08 3.97  0.00
H: -3.17 1.94 2.76  0.00
H: -0.16 3.60 4.13  0.00
H: 1.24 3.31 3.05  0.00
H: 0.73 2.05 4.20  0.00
H: -3.46 -2.08 -0.72  0.00
H: -1.78 -2.58 -0.32  0.00
H: -2.08 -1.55 -1.73  0.00
H: -4.49 -0.25 1.30  0.00
H: -3.27 -0.34 2.60  0.00
H: -3.65 -1.79 1.63  0.00
H: -3.97 0.47 -1.22  0.00
H: -2.44 1.38 -1.41  0.00
H: -3.53 1.77 -0.06  0.00
H: 4.25 0.86 -0.48  0.00
H: 2.86 0.38 -1.50  0.00
H: 3.43 -0.70 -0.20  0.01
H: 4.11 2.10 1.78  0.00
H: 3.82 0.42 2.30  0.00
H: 2.84 1.75 2.98  0.00
H: 3.14 3.16 -0.33  0.00
H: 1.85 3.59 0.84  0.00
H: 1.41 2.98 -0.78  0.00
C: 0.56 -0.99 -2.31  0.16
C: 0.41 0.30 -2.85  0.08
C: 0.19 0.47 -4.21  0.03
C: 0.11 -0.64 -5.06  0.20
C: 0.26 -1.92 -4.53  0.02
C: 0.48 -2.10 -3.17  0.08
S: 0.83 -1.37 -0.65  0.29
H: -0.33 1.51 -0.33  0.00
H: 0.47 1.17 -2.19  0.00
H: 0.07 1.48 -4.62  0.00
H: -0.06 -0.50 -6.14  0.01
H: 0.21 -2.79 -5.18  0.00
H: 0.60 -3.09 -2.75  0.00
C: 0.77 -0.36 4.92  0.00
C: 0.46 -1.47 4.01  0.00
N: 0.17 -1.40 2.72  0.00
C: -0.06 -2.73 2.30  0.00
C: 0.11 -3.54 3.34  0.00
N: 0.44 -2.74 4.43  0.00
H: -0.12 0.29 4.97  0.00
H: 1.66 0.16 4.54  0.00
H: 0.97 -0.75 5.91  0.00
H: -0.32 -2.99 1.27  0.00
H: 0.02 -4.61 3.39  0.00
H: 0.62 -3.09 5.38  0.00